This record from OMol25 describes the ion C5H6NS with charge +1 at a distorted geometry. The level of theory is ωB97M-V with the def2-TZVPD basis set.

Frontier orbital gap in eV: 8.85
Total charge: +1
DFT total energy in eV: -17597.151
Energy above the lowest of the compared OMol25 structures with the same formula, charge and spin in eV: 2.285
Multiplicity: 1
Molecular weight in u: 112.2

Structure (XYZ):
```
13
C5H6NS | OMol25 | ωB97M-V with the def2-TZVPD basis set
C 0.837 1.343 0.533
C 0.585 0.123 -0.266
C -0.003 0.072 -1.536
N -0.969 -0.529 -0.956
C -1.332 -1.595 -0.284
C -0.292 -2.283 0.301
S 1.148 -1.411 0.482
H 1.751 1.210 1.113
H 0.032 1.507 1.254
H 0.918 2.228 -0.094
H 0.056 0.500 -2.518
H -2.375 -1.858 -0.222
H -0.331 -3.308 0.626
```